[1]
Here is 2 unconnected molecules or ions with the total composition C4H12N2O2 at a distorted geometry from OMol25. Energies are from ωB97M-V/def2-TZVPD.

Results
- HOMO energy: -9.49 eV
- LUMO level: 0.94 eV
- F_max: 3.10 eV Å⁻¹
- HOMO-LUMO gap: 10.4 eV

Geometry as ORCA input:
```
! wB97M-V def2-TZVPD RIJCOSX def2/J DEFGRID3
* xyz 0 1
C -0.94092 0.77850 3.01405
C -0.02683 0.16237 1.99793
O 1.15517 0.52922 1.84459
O -0.62853 -0.79759 1.22161
H -0.66515 1.78825 3.24051
H -1.98491 0.67965 2.76001
H -0.79155 0.16190 3.90229
H 0.01592 -1.23459 0.56776
N 0.85493 -1.85575 -1.11591
C 1.09937 -0.45665 -1.51645
C -0.23846 0.21828 -1.93355
N -0.32293 1.59601 -1.48919
H 0.47875 -2.30791 -1.87390
H 1.66232 -2.38329 -0.89011
H 1.43888 0.07664 -0.60880
H 1.88953 -0.33944 -2.28893
H -0.25865 0.20302 -3.01650
H -1.08023 -0.40897 -1.55278
H -1.20798 1.97040 -1.82069
H -0.44872 1.61996 -0.44195
*
```

***

[2]
Here is 2 unconnected molecules or ions with the total composition C10H14N6O3 at a distorted geometry from OMol25. Energies are from ωB97M-V/def2-TZVPD.

Results
- HOMO energy: -5.26 eV
- LUMO level: -2.02 eV
- F_max: 2.87 eV Å⁻¹
- HOMO-LUMO gap: 3.2 eV

Geometry as ORCA input:
```
! wB97M-V def2-TZVPD RIJCOSX def2/J DEFGRID3
* xyz 0 1
N -0.59864 -0.89307 -2.23294
C -0.37294 -1.08386 -0.95621
N 0.77587 -1.36297 -0.35108
C 0.52279 -1.44804 0.94604
O 1.37552 -1.67863 1.90325
N 2.70924 -0.94981 1.63825
O 2.55387 0.17242 1.64946
N -0.76718 -1.23324 1.15933
C -1.56070 -1.16889 2.34632
C -1.94855 0.06320 2.85170
C -2.73181 -0.00491 3.96720
C -3.11785 -1.18562 4.55737
N -2.72808 -2.35997 4.07639
C -1.98688 -2.29686 2.99093
N -1.38544 -1.00331 -0.03148
H 0.01665 -1.21648 -2.97337
H -1.43857 -0.41478 -2.50907
H -1.67201 0.99718 2.38010
H -3.06969 0.92449 4.41472
H -3.75287 -1.17490 5.43523
H -1.67714 -3.24955 2.55643
H -2.36728 -0.80661 -0.11645
C 1.33536 1.90911 -2.05819
C 2.10560 1.30201 -3.25198
C 2.91174 2.42739 -3.92681
O 1.21087 0.79688 -4.14119
H 0.63651 2.68871 -2.37175
H 0.76931 1.13471 -1.53655
H 2.02044 2.36296 -1.32222
H 2.86254 0.60769 -2.80695
H 2.25666 3.21865 -4.29842
H 3.49049 2.03843 -4.76616
H 3.62214 2.88766 -3.22189
*
```

***

[3]
Here is 6 unconnected molecules or ions with the total composition C3H18O5 at a distorted geometry from OMol25. Energies are from ωB97M-V/def2-TZVPD.

Results
- HOMO energy: -10.65 eV
- LUMO level: 0.23 eV
- F_max: 1.87 eV Å⁻¹
- HOMO-LUMO gap: 10.9 eV

Geometry as ORCA input:
```
! wB97M-V def2-TZVPD RIJCOSX def2/J DEFGRID3
* xyz 0 1
C 1.79962 -0.32470 -1.32953
C 0.69697 0.56215 -0.73239
C 0.88661 2.02312 -1.13347
H 1.59591 -0.36682 -2.40378
H 1.81716 -1.35865 -1.02520
H 2.74417 0.19077 -1.19941
H 0.50712 0.57822 0.33959
H -0.19933 0.05947 -1.12315
H -0.04278 2.56020 -0.93643
H 1.79496 2.40060 -0.69185
H 0.98709 2.11810 -2.21998
O -2.22675 0.52500 1.16367
H -2.93669 1.07619 0.81798
H -2.45649 -0.05296 1.88373
O 0.52363 -2.91143 -0.35026
H 1.03229 -2.12552 -0.10459
H -0.35035 -2.53202 -0.50924
O -0.52288 -1.77307 2.37265
H -0.63256 -2.49670 3.00598
H -1.15786 -1.16836 2.77910
O -3.12897 0.26516 -1.59048
H -2.78195 1.03698 -2.05089
H -3.11040 -0.50884 -2.15370
O 2.07736 0.50661 2.37589
H 1.14218 0.25155 2.41475
H 1.94194 1.46493 2.40098
*
```

***

[4]
Here is C6H10 in the gas phase at a distorted geometry from OMol25. Energies are from ωB97M-V/def2-TZVPD.

Results
- HOMO energy (alpha / beta): -8.55 / -7.87 eV
- LUMO level (alpha / beta): -0.48 / -0.49 eV
- F_max: 1.43 eV Å⁻¹
- HOMO-LUMO gap (alpha / beta): 8.1 / 7.4 eV

Geometry as ORCA input:
```
! wB97M-V def2-TZVPD RIJCOSX def2/J DEFGRID3
* xyz 0 1
C 1.80288 1.27858 0.86128
C 0.97313 0.23086 0.12819
C -0.33828 -0.09627 0.87775
C -1.15093 -1.09939 0.13864
C -1.66982 -0.92149 -1.12187
C -2.40874 -0.11003 -1.94833
H 1.23491 2.20717 0.98510
H 2.71863 1.51717 0.31102
H 2.09267 0.92810 1.85812
H 0.71609 0.58671 -0.87685
H 1.56417 -0.68486 -0.01132
H -0.09618 -0.46836 1.88014
H -0.92466 0.82722 0.96826
H -1.27300 -1.87137 -1.54220
H -1.14326 -2.12966 0.50018
H -2.09761 -0.19438 -3.00809
*
```

***

[5]
Here is a molecular structure, C42H54AsFeN7P3Si2 at a distorted geometry from OMol25. Energies are from ωB97M-V/def2-TZVPD.

Results
- HOMO energy (alpha / beta): -8.34 / -8.35 eV
- Expectation value of S²: 6.027
- LUMO level (alpha / beta): -2.03 / -2.14 eV
- F_max: 2.02 eV Å⁻¹
- HOMO-LUMO gap (alpha / beta): 6.3 / 6.2 eV

Geometry as ORCA input:
```
! wB97M-V def2-TZVPD RIJCOSX def2/J DEFGRID3
* xyz 1 5
Fe -0.11403 -0.71430 0.05208
C -3.27882 -5.33789 -0.06757
N -2.83799 -4.01878 -0.48712
C -3.48431 -3.18310 -1.35094
C -2.70003 -2.07551 -1.46884
N -1.58032 -2.20636 -0.69200
C -1.69593 -3.39510 -0.10624
P -0.42718 -4.17903 0.93967
C 0.98941 -3.55080 -0.00187
N 1.35034 -2.27900 -0.12370
C 2.50313 -2.27814 -0.84915
C 2.84134 -3.55946 -1.17352
N 1.88008 -4.36260 -0.62988
C 1.80646 -5.80982 -0.70980
C -0.43785 -2.88891 2.22459
N -0.43460 -1.58045 2.01616
C -0.35714 -0.99842 3.24723
C -0.33417 -1.96653 4.21004
N -0.37870 -3.16268 3.55477
C -0.37540 -4.48382 4.15715
H -4.30652 -5.48762 -0.38514
H -2.65488 -6.11302 -0.51219
H -3.22681 -5.42879 1.01540
H -4.42108 -3.43809 -1.81553
H -2.87994 -1.20270 -2.06643
H 3.02886 -1.36040 -1.05726
H 3.67737 -3.95218 -1.72614
H 2.66675 -6.18363 -1.25681
H 1.80567 -6.24896 0.28699
H 0.89804 -6.12057 -1.22512
H -0.30956 0.07110 3.35575
H -0.27615 -1.90328 5.28300
H -0.34341 -4.38760 5.23837
H -1.27704 -5.02944 3.88189
H 0.49312 -5.05432 3.83079
N -0.76042 1.37787 -0.90290
P -1.88044 0.84580 0.31155
C -3.54200 1.01034 -0.46194
C -3.82130 1.88845 -1.50240
C -5.10441 1.96879 -2.02367
C -6.11518 1.16659 -1.51422
C -5.84731 0.29787 -0.46497
C -4.56695 0.22246 0.05955
C -2.03914 2.30079 1.40462
C -2.29117 2.03618 2.74952
C -2.53185 3.06960 3.64184
C -2.53782 4.38048 3.19035
C -2.31904 4.64929 1.84669
C -2.07126 3.61707 0.95682
P -0.58115 0.30287 -2.25892
C -0.99258 1.52013 -3.59315
C -2.15785 1.32517 -4.32998
C -2.58349 2.28041 -5.24213
C -1.84545 3.43920 -5.42463
C -0.66890 3.62916 -4.71174
C -0.23972 2.67307 -3.80454
C 1.18874 0.16733 -2.71943
C 1.40219 -0.89736 -3.59656
C 2.64330 -1.10270 -4.17776
C 3.69356 -0.25186 -3.86476
C 3.49372 0.79816 -2.97711
C 2.24737 1.01267 -2.40878
H -0.68538 2.37269 -1.08514
H -3.03924 2.50898 -1.92156
H -5.31431 2.66243 -2.82827
H -7.11116 1.21346 -1.93507
H -6.63613 -0.32544 -0.06292
H -4.35186 -0.45422 0.88109
H -2.31279 1.00851 3.09282
H -2.71901 2.85488 4.68598
H -2.72613 5.19031 3.88275
H -2.34714 5.66963 1.48616
H -1.91729 3.85081 -0.09049
H -2.73954 0.42236 -4.18354
H -3.49594 2.12298 -5.80345
H -2.18100 4.19177 -6.12609
H -0.07873 4.52383 -4.86355
H 0.68922 2.82778 -3.27047
H 0.57367 -1.56151 -3.82868
H 2.79311 -1.92356 -4.86772
H 4.66789 -0.40144 -4.31184
H 4.31491 1.46352 -2.74063
H 2.10620 1.83050 -1.71679
C 3.00969 0.35661 4.32967
Si 3.21752 -0.24831 2.54052
C 5.00866 0.11576 2.02155
C 3.04019 -2.14055 2.61699
As 1.65765 0.66152 1.04347
Si 2.53744 2.85945 0.95318
C 1.38226 4.06139 0.04434
C 2.83030 3.61212 2.66729
C 4.16431 2.99733 -0.02832
H 3.82013 -0.01582 4.96189
H 2.06401 0.01479 4.75715
H 3.02184 1.44427 4.38363
H 5.71280 -0.51968 2.56410
H 5.27348 1.15585 2.22301
H 5.14448 -0.06663 0.95317
H 3.51166 -2.53976 3.51836
H 3.50993 -2.61524 1.75271
H 1.98758 -2.43708 2.62613
H 0.45311 4.21927 0.58935
H 1.13632 3.71265 -0.96447
H 1.87485 5.03107 -0.06347
H 1.96784 3.45302 3.31702
H 3.00453 4.68778 2.59172
H 3.70623 3.16740 3.14295
H 3.95918 3.13426 -1.09334
H 4.80430 2.12206 0.08310
H 4.73019 3.87054 0.30574
*
```